Here is C18H48As2F12N6O6 as an isolated structure from the OMol25 dataset. Energies are from the ωB97M-V functional and the def2-TZVPD basis.

Its spin multiplicity is 1. Its orbital gap is 8.74 eV. The HOMO energy comes out at -18.999 eV. For the electronic energy, the calculation gives -7163.37220 a.u. The value obtained for the LUMO energy is -10.256 eV. Its charge is +4.

Last column: Mulliken charge in e.
Cartesian coordinates (Å):
1 C -0.4111 4.5767 -1.2828  -0.61
2 C -1.7578 4.6862 -1.8793  0.46
3 O -2.6975 5.2887 -1.4979  -0.45
4 N -1.9446 3.8825 -3.1637  0.10
5 H -1.8314 2.8754 -2.9878  0.22
6 H -2.9365 4.0255 -3.3772  0.42
7 C -0.9606 4.2608 -4.2279  -0.71
8 H 0.3462 4.7307 -2.0527  0.29
9 H -0.2861 3.5845 -0.8431  -0.01
10 H -0.2662 5.3008 -0.4859  0.39
11 H -0.9152 5.3469 -4.2878  0.41
12 H -1.2711 3.9076 -5.2076  0.37
13 H 0.0131 3.8545 -3.9750  0.13
14 C 0.0485 0.2301 5.8641  -0.85
15 C -0.2213 1.5286 5.1770  0.56
16 O -0.8302 2.4217 5.6324  -0.34
17 N 0.4857 1.7617 3.8480  0.04
18 H 1.4657 2.0150 4.0108  0.40
19 H 0.4329 0.8838 3.3209  0.25
20 C -0.1286 2.8042 3.0018  -0.94
21 H -0.0574 -0.6289 5.1884  0.09
22 H -0.7407 0.0624 6.5934  0.36
23 H 1.0361 0.1956 6.3224  0.36
24 H 0.3317 2.7710 2.0105  0.31
25 H -0.0023 3.8222 3.3534  0.43
26 H -1.1658 2.6105 2.7417  0.29
27 C 6.4701 -1.2208 1.1507  -1.12
28 C 5.5255 -0.2898 0.4200  0.58
29 O 5.6992 0.8282 0.1589  -0.28
30 N 4.1390 -0.9372 0.1288  0.03
31 H 4.3014 -1.7146 -0.5185  0.40
32 H 3.6797 -1.3785 0.9226  0.37
33 C 3.2122 0.0510 -0.5354  -1.20
34 H 6.6046 -2.1427 0.5890  0.38
35 H 6.1075 -1.2867 2.1789  0.34
36 H 7.4170 -0.6887 1.2192  0.34
37 H 3.5757 0.2372 -1.5487  0.49
38 H 3.3260 1.0052 -0.0302  0.42
39 H 2.1730 -0.2440 -0.6143  0.16
40 C 0.8797 -1.8130 -4.1351  -0.46
41 C 1.6286 -2.9117 -3.4920  0.30
42 O 1.8733 -2.9834 -2.3419  -0.43
43 N 2.1128 -3.9655 -4.5022  -0.08
44 H 1.2504 -4.3359 -4.9138  0.41
45 H 2.7116 -3.5643 -5.2303  0.42
46 C 2.7661 -5.1654 -3.8663  -0.83
47 H -0.0694 -2.1540 -4.5506  0.43
48 H 1.4507 -1.1458 -4.7975  0.43
49 H 0.6690 -1.0416 -3.3867  -0.29
50 H 1.9890 -5.8036 -3.4622  0.32
51 H 3.6009 -4.8854 -3.2362  0.31
52 H 3.2243 -5.7547 -4.6654  0.40
53 C -7.6561 1.8449 2.5877  -1.13
54 C -6.7999 0.6658 2.3074  0.62
55 O -7.0425 -0.2585 1.6319  -0.35
56 N -5.4118 0.6144 3.0295  -0.05
57 H -5.2199 1.5208 3.4569  0.38
58 H -5.4839 -0.1363 3.7186  0.38
59 C -4.3025 0.2259 2.0796  -1.16
60 H -8.2072 1.7309 3.5241  0.35
61 H -8.4236 1.8778 1.8131  0.35
62 H -7.1491 2.8086 2.5180  0.40
63 H -4.1388 0.9303 1.2724  0.41
64 H -4.5862 -0.7250 1.6307  0.45
65 H -3.4474 0.0008 2.7114  0.33
66 C -0.6167 -3.7913 -0.0781  -0.85
67 C -1.0607 -3.9509 1.3336  0.54
68 O -2.0488 -3.5932 1.8464  -0.37
69 N -0.0089 -4.6149 2.2600  -0.24
70 H 0.3445 -5.5359 1.9577  0.44
71 H 0.9010 -4.1481 2.1341  0.36
72 C -0.3562 -4.6434 3.7209  -0.73
73 H -1.4023 -3.3562 -0.6875  0.36
74 H -0.2647 -4.7505 -0.4650  0.48
75 H 0.2447 -3.1177 -0.1417  0.06
76 H 0.3071 -5.3542 4.2081  0.39
77 H -1.3624 -5.0506 3.7809  0.37
78 H -0.2993 -3.6601 4.1664  0.19
79 As 2.4825 2.4100 -3.9185  1.95
80 F 3.1066 0.7405 -3.7843  -0.50
81 F 4.0199 2.9893 -4.3750  -0.45
82 F 1.8884 4.0308 -3.7282  -0.52
83 F 0.9052 1.8687 -3.3874  -0.44
84 F 2.9983 2.5333 -2.2342  -0.49
85 F 2.0697 2.1450 -5.5491  -0.48
86 As -0.8388 0.5660 -0.2639  2.08
87 F 0.6129 1.4908 -0.2111  -0.32
88 F 0.0312 -0.7086 -1.0451  -0.43
89 F -2.2994 -0.3099 -0.5058  -0.46
90 F -1.7127 1.9385 0.3843  -0.50
91 F -1.1702 1.3115 -1.8111  -0.58
92 F -0.6554 -0.0322 1.3761  -0.63

Atoms 1-6, force components in eV/Å:
C 0.46 0.04 0.07
C 0.29 -0.15 0.45
O -0.38 0.04 -0.08
N -0.18 -0.48 0.10
H 0.16 0.07 0.32
H 0.20 0.20 -0.47